{
  "formula": "C30H26MoN7O2S2",
  "method": "the ωB97M-V functional and the def2-TZVPD basis",
  "elements": ["Mo", "C", "C", "C", "C", "C", "C", "N", "N", "C", "C", "C", "C", "C", "N", "H", "H", "H", "H", "H", "H", "H", "H", "H", "O", "S", "O", "N", "C", "C", "C", "C", "C", "C", "C", "C", "N", "C", "C", "C", "C", "C", "C", "C", "H", "H", "H", "H", "H", "H", "H", "H", "H", "H", "H", "C", "N", "C", "C", "N", "C", "S", "H", "H", "H", "H", "H", "H"],
  "xyz": [[-0.106, 0.068, 0.181], [-0.290, -0.981, -5.572], [-1.502, -1.339, -4.987], [-1.661, -1.281, -3.618], [-0.595, -0.833, -2.825], [0.625, -0.462, -3.414], [0.774, -0.552, -4.782], [-0.680, -0.783, -1.441], [-1.753, -1.290, -0.802], [-1.422, -2.093, 0.268], [-2.336, -2.975, 0.850], [-1.863, -3.858, 1.803], [-0.517, -3.831, 2.167], [0.316, -2.880, 1.604], [-0.129, -2.034, 0.676], [-0.161, -1.053, -6.644], [-2.323, -1.679, -5.604], [-2.580, -1.596, -3.143], [1.448, -0.156, -2.779], [1.721, -0.303, -5.241], [-3.366, -2.985, 0.520], [-2.531, -4.580, 2.252], [-0.130, -4.529, 2.896], [1.355, -2.787, 1.890], [0.166, -0.144, 2.446], [1.342, 0.752, 2.540], [1.135, 2.032, 3.113], [1.471, 0.918, 0.854], [2.120, 1.993, 0.241], [3.261, 2.647, 0.641], [3.746, 3.710, -0.142], [3.113, 4.092, -1.297], [1.919, 3.452, -1.709], [1.168, 3.789, -2.851], [-0.022, 3.136, -3.088], [-0.459, 2.145, -2.213], [0.234, 1.764, -1.139], [1.417, 2.413, -0.902], [2.762, -0.081, 3.142], [3.147, 0.123, 4.461], [4.273, -0.543, 4.918], [4.992, -1.368, 4.062], [4.590, -1.558, 2.743], [3.462, -0.913, 2.270], [3.787, 2.339, 1.537], [4.639, 4.230, 0.178], [3.516, 4.895, -1.900], [1.526, 4.552, -3.531], [-0.626, 3.377, -3.951], [-1.407, 1.650, -2.381], [2.581, 0.781, 5.108], [4.592, -0.411, 5.942], [5.882, -1.869, 4.422], [5.161, -2.200, 2.086], [3.138, -1.033, 1.243], [-4.447, 1.105, -1.129], [-3.725, 2.341, -0.855], [-4.061, 3.561, -1.395], [-3.212, 4.484, -0.879], [-2.367, 3.805, -0.043], [-2.678, 2.498, -0.030], [-1.979, 1.336, 1.067], [-4.438, 0.904, -2.200], [-5.481, 1.207, -0.806], [-3.979, 0.284, -0.598], [-4.885, 3.680, -2.078], [-3.159, 5.546, -1.042], [-1.667, 4.229, 0.549]],
  "forces_ev_per_angstrom": [[-0.89, 0.82, 0.45], [0.06, 0.02, 0.05], [-0.01, 0.03, -0.07], [0.02, -0.03, 0.37], [0.26, 0.05, -0.80], [-0.16, -0.05, 0.33], [-0.01, 0.01, -0.12], [-0.26, -0.21, 0.21], [-0.41, -0.21, -0.86], [0.20, -0.73, 0.42], [-0.13, 0.25, -0.20], [0.16, -0.03, 0.07], [-0.17, -0.09, 0.00], [0.07, 0.10, -0.06], [-0.38, -0.23, 0.17], [-0.04, 0.00, 0.00], [0.02, -0.02, -0.01], [-0.02, 0.00, -0.06], [0.05, 0.00, -0.06], [0.00, 0.01, 0.01], [0.01, 0.02, -0.02], [-0.02, 0.01, 0.00], [0.04, 0.01, -0.02], [-0.02, 0.03, 0.07], [-0.01, -0.08, -0.11], [0.00, 0.34, -0.36], [0.29, -0.07, 0.36], [0.94, -0.05, 0.67], [0.17, 0.46, -0.26], [-0.20, -0.33, 0.02], [0.03, 0.14, -0.10], [0.10, 0.02, 0.01], [-0.14, -0.15, 0.10], [-0.06, -0.08, 0.02], [0.06, 0.14, -0.08], [-0.10, -0.09, 0.22], [0.21, 0.20, -0.26], [0.18, 0.04, 0.12], [-0.34, 0.24, -0.42], [-0.09, 0.15, 0.13], [0.01, -0.02, 0.00], [-0.01, -0.01, 0.02], [-0.06, 0.02, -0.03], [0.01, -0.11, -0.03], [0.03, 0.05, -0.01], [0.02, -0.03, -0.02], [-0.01, 0.01, 0.01], [-0.02, 0.03, 0.02], [-0.01, -0.01, 0.00], [0.02, -0.06, -0.06], [0.05, 0.01, 0.00], [0.01, 0.01, -0.01], [-0.01, 0.00, 0.02], [0.01, 0.01, 0.00], [0.09, -0.02, -0.01], [-0.27, -0.25, -0.11], [0.25, 0.09, 0.07], [-0.01, 0.16, 0.01], [-0.13, -0.01, -0.18], [0.01, 0.02, 0.05], [0.06, -0.08, -0.01], [0.28, -0.39, 0.11], [0.07, 0.04, 0.01], [0.04, 0.05, 0.05], [0.07, 0.00, 0.03], [0.00, -0.04, 0.00], [0.04, 0.00, 0.06], [0.04, -0.07, 0.03]],
  "gap_ev": [5.533, 5.476],
  "energy_ha": -2556.2138,
  "e_homo_ev": [-16.12, -16.67],
  "charge": 3,
  "e_lumo_ev": [-10.5816, -11.1933],
  "de_lowest_kj_mol": 187.3,
  "multiplicity": 3
}